# 1
Entry from the Open Molecules 2025 dataset: a cluster of 6 separate species, C40H98ClN5O4 in total in a non-equilibrium geometry (the ωB97M-V functional and the def2-TZVPD basis).

Structure (XYZ):
```
148
Properties=species:S:1:pos:R:3:mulliken_charge:R:1
C -3.796 -2.308 -0.475 -0.887
C -2.947 -3.140 0.497 -0.335
N -3.306 -3.097 1.997 0.452
C -3.428 -1.660 2.371 -1.878
C -4.592 -3.921 2.302 -0.461
C -5.080 -3.868 3.789 -1.182
C -2.131 -3.520 2.933 -0.459
C -1.884 -5.042 3.188 -1.070
O -2.052 -5.981 2.095 -0.324
C -1.911 -7.434 2.453 -0.772
H -3.564 -2.644 -1.486 0.418
H -3.505 -1.260 -0.410 -0.036
H -4.873 -2.429 -0.363 0.339
H -1.905 -2.820 0.523 0.331
H -2.959 -4.205 0.269 0.477
H -3.547 -1.528 3.447 0.583
H -4.365 -1.358 1.902 0.455
H -2.600 -1.132 1.898 0.496
H -4.434 -4.958 2.003 0.407
H -5.407 -3.524 1.697 0.595
H -6.095 -4.264 3.778 0.481
H -5.251 -2.866 4.182 0.235
H -4.592 -4.602 4.430 0.297
H -2.326 -3.098 3.919 0.372
H -1.252 -2.902 2.748 0.606
H -2.595 -5.341 3.957 0.310
H -0.923 -5.268 3.651 0.555
H -2.558 -7.704 3.289 0.309
H -0.847 -7.586 2.632 0.324
H -2.089 -8.140 1.642 0.272
C 2.534 -1.354 1.758 -1.289
C 2.897 0.137 1.773 0.021
N 3.946 0.588 0.703 0.366
C 4.320 2.098 1.003 -0.528
C 5.188 -0.362 0.684 -0.277
C 5.948 -0.260 2.071 -1.313
C 3.112 0.467 -0.656 -0.011
C 3.715 1.099 -1.911 -0.325
O 3.694 2.466 -1.920 -0.107
C 4.020 3.010 -3.169 -0.882
H 2.388 -1.791 0.770 0.272
H 1.683 -1.428 2.435 0.319
H 3.302 -1.998 2.187 0.385
H 3.364 0.403 2.721 0.627
H 2.045 0.812 1.684 -0.015
H 5.155 2.443 0.393 0.294
H 4.642 2.063 2.044 0.591
H 3.430 2.678 0.760 -0.322
H 5.705 0.072 -0.172 0.381
H 4.785 -1.356 0.490 0.417
H 5.402 -0.488 2.987 0.330
H 6.511 0.670 2.157 0.365
H 6.705 -1.042 2.118 0.446
H 2.124 0.927 -0.653 -0.334
H 2.880 -0.570 -0.899 0.184
H 3.117 0.664 -2.712 -0.017
H 4.752 0.779 -2.004 0.551
H 3.324 2.477 -3.816 0.305
H 5.051 2.846 -3.480 0.313
H 3.736 4.061 -3.230 0.299
C -2.637 5.598 -2.635 -1.222
C -1.178 5.361 -2.079 -0.267
N -0.657 3.926 -2.006 0.551
C -1.555 3.147 -1.069 -1.706
C -0.649 3.356 -3.485 -0.426
C -0.612 1.774 -3.635 -0.592
C 0.784 3.721 -1.524 -0.197
C 1.150 4.412 -0.148 -1.313
O 0.714 3.437 0.835 0.201
C 1.129 3.758 2.138 -0.432
H -3.425 5.269 -1.958 0.326
H -2.796 5.139 -3.611 0.356
H -2.784 6.675 -2.704 0.434
H -1.035 5.700 -1.053 0.343
H -0.375 5.761 -2.698 0.386
H -1.053 2.193 -0.910 0.263
H -2.541 3.086 -1.530 0.709
H -1.565 3.696 -0.127 0.579
H 0.113 3.838 -4.097 0.443
H -1.616 3.599 -3.924 0.199
H 0.222 1.368 -3.064 -0.243
H -0.534 1.486 -4.684 0.614
H -1.509 1.343 -3.190 0.222
H 1.522 4.171 -2.187 0.318
H 0.970 2.647 -1.508 -0.275
H 0.764 5.415 0.035 0.556
H 2.229 4.556 -0.092 0.529
H 2.036 3.247 2.461 0.218
H 0.277 3.430 2.733 -0.367
H 1.263 4.827 2.304 0.499
C -4.743 2.285 6.030 -1.215
C -3.830 1.486 5.044 -0.158
N -2.437 2.170 4.714 0.498
C -2.730 3.649 4.291 -1.275
C -1.557 2.313 5.998 -0.376
C -0.443 3.359 5.990 -1.016
C -1.645 1.389 3.637 -1.027
C -2.111 1.569 2.227 0.382
O -3.497 1.413 2.014 -0.032
C -3.964 1.628 0.748 -0.837
H -4.792 3.359 5.850 0.274
H -4.405 2.128 7.054 0.405
H -5.749 1.895 5.873 0.429
H -4.403 1.409 4.120 0.176
H -3.607 0.457 5.323 0.336
H -1.903 4.108 3.751 0.261
H -3.079 4.223 5.149 0.530
H -3.430 3.486 3.471 0.426
H -1.208 1.293 6.158 0.414
H -2.277 2.600 6.764 0.392
H 0.383 3.181 6.679 0.382
H -0.876 4.326 6.243 0.382
H 0.067 3.544 5.045 0.129
H -1.745 0.340 3.917 0.246
H -0.588 1.607 3.793 0.644
H -1.730 0.823 1.529 -0.208
H -1.685 2.513 1.889 0.084
H -4.964 1.216 0.616 0.418
H -3.417 1.149 -0.064 0.096
H -4.043 2.704 0.588 0.376
C 5.352 -4.899 -7.275 -1.368
C 4.207 -3.960 -6.871 -0.266
C 3.623 -3.994 -5.432 -0.575
N 2.263 -3.208 -5.305 0.414
C 1.135 -3.925 -6.073 -0.985
C 2.356 -1.685 -5.673 -1.185
C 1.286 -1.011 -4.813 0.276
C 1.088 -1.904 -3.635 0.948
C 1.905 -3.115 -3.798 -0.935
H 5.439 -4.996 -8.357 0.375
H 5.024 -5.869 -6.903 0.340
H 6.279 -4.574 -6.802 0.361
H 3.370 -4.336 -7.459 0.296
H 4.533 -2.963 -7.167 0.310
H 4.362 -3.512 -4.793 0.312
H 3.430 -5.028 -5.149 0.368
H 1.252 -4.996 -5.914 0.325
H 1.202 -3.679 -7.133 0.390
H 0.158 -3.610 -5.705 0.391
H 2.161 -1.559 -6.738 0.430
H 3.316 -1.286 -5.344 0.330
H 0.462 -0.861 -5.510 0.359
H 1.621 -0.015 -4.525 -0.118
H 0.047 -2.214 -3.537 0.330
H 1.266 -1.401 -2.685 -0.986
H 1.456 -4.047 -3.454 0.460
H 2.880 -2.883 -3.369 0.313
Cl -0.379 -0.536 -0.584 -0.710
```

Values from the calculation:
Highest occupied orbital energy ... -16.788 eV
Energy relative to the best compared isomer or geometry (same formula, charge and spin) ... 84.3 kcal/mol
Charge ... +4
LUMO energy ... -7.51 eV
DFT total energy ... -2616.297700 a.u.

# 2
Entry from the Open Molecules 2025 dataset: an isolated molecule of C5H8B2O4S in a non-equilibrium geometry (the ωB97M-V functional and the def2-TZVPD basis).

Structure (XYZ):
```
20
Properties=species:S:1:pos:R:3:mulliken_charge:R:1
B -2.065 0.225 0.296 0.532
B 1.222 1.518 0.210 0.514
C -0.384 -2.008 0.621 -0.231
C 0.933 -2.461 0.555 -0.546
C -0.793 -0.740 0.233 -0.064
C 1.223 0.177 -0.428 0.319
C 1.571 -0.581 -1.541 -0.677
O -2.116 1.419 -0.344 -0.507
O -3.132 -0.342 0.874 -0.513
O 0.797 2.699 -0.272 -0.637
O 1.904 1.695 1.444 -0.571
S 2.164 -1.281 0.027 -0.045
H -1.047 -2.822 0.845 0.379
H 1.297 -3.460 0.848 0.374
H 0.736 -1.011 -2.165 0.254
H 2.479 -0.297 -2.175 0.288
H -3.023 1.808 -0.375 0.255
H -4.011 -0.022 0.632 0.268
H 0.172 2.844 -1.013 0.299
H 2.072 2.640 1.725 0.310
```

Values from the calculation:
Highest occupied orbital energy ... -6.753 eV
Energy relative to the best compared isomer or geometry (same formula, charge and spin) ... 90.8 kcal/mol
LUMO energy ... 0.24 eV
DFT total energy ... -944.189455 a.u.